1.
The following is a quantum chemistry calculation of a cluster of 11 separate species, C22H44Br22 in total in a non-equilibrium geometry, from OMol25.

The geometry in XYZ format:
```
88
Properties=species:S:1:pos:R:3:forces:R:3:mulliken_charge:R:1
Br -7.8261 8.0420 -0.3367 -0.243 -0.437 0.288 -0.166
C -6.9206 7.1014 1.1479 0.906 0.853 -0.540 -0.504
C -5.5169 7.7367 1.0852 -0.435 -0.318 0.357 -0.710
Br -4.3974 6.9558 2.5416 -0.386 0.402 -0.790 -0.186
H -6.8682 6.0347 0.9301 -0.197 0.208 -0.042 0.367
H -7.4768 7.3033 2.0633 0.184 0.015 -0.184 0.372
H -5.5282 8.8227 1.1776 -0.133 -0.185 0.570 0.416
H -5.0871 7.5757 0.0966 0.307 -0.548 0.332 0.412
Br 3.7744 10.3920 -6.4297 -0.144 0.063 0.753 -0.166
C 3.1436 9.3552 -4.8508 -0.413 0.322 -0.417 -0.503
C 3.0187 7.9590 -5.4223 0.044 -0.216 0.533 -0.658
Br 1.9723 6.7765 -4.2200 0.508 0.347 -0.235 -0.184
H 2.2063 9.7681 -4.4779 -0.082 0.041 -0.550 0.374
H 3.8461 9.4996 -4.0300 0.283 -0.373 -0.384 0.359
H 4.0289 7.5704 -5.5507 -0.285 -0.394 0.038 0.386
H 2.4830 7.9177 -6.3707 0.087 0.208 0.262 0.393
Br -2.3519 1.3504 -0.5886 0.484 -0.145 0.621 -0.132
C -0.8524 0.7074 0.5123 0.355 -0.235 -0.192 -0.592
C -0.5546 -0.7507 0.2623 -0.282 0.258 -0.310 -0.614
Br 0.3375 -0.9567 -1.4596 -0.035 -0.229 0.199 -0.137
H -1.0253 0.7849 1.5857 -0.550 0.506 -0.170 0.351
H 0.0268 1.2917 0.2409 -0.271 0.189 0.082 0.386
H -1.4797 -1.3259 0.2262 0.265 -0.133 0.037 0.383
H 0.1067 -1.0955 1.0572 0.042 -0.215 -0.266 0.354
Br -7.2346 5.4053 -6.5110 0.941 0.540 0.429 -0.159
C -5.4922 6.1689 -5.8396 -0.466 0.457 0.330 -0.488
C -5.3674 7.6602 -6.2714 -0.167 -0.924 -0.563 -0.568
Br -4.2466 8.7968 -5.1614 0.111 -0.395 0.162 -0.149
H -4.7598 5.4480 -6.2030 0.113 0.583 -0.284 0.346
H -5.4749 6.0978 -4.7521 -0.436 -0.059 -0.095 0.327
H -6.3358 8.1604 -6.2568 0.117 -0.293 -0.049 0.355
H -4.9291 7.7153 -7.2678 -0.212 0.090 0.083 0.336
Br -3.5941 -8.2122 0.7730 0.099 -0.297 0.084 -0.186
C -3.9432 -9.9473 -0.1263 -0.189 1.571 -0.074 -0.668
C -4.8645 -10.7705 0.7116 0.356 -1.020 -0.298 -0.468
Br -5.1096 -12.3593 -0.4429 -0.311 -0.065 0.291 -0.164
H -2.9722 -10.3846 -0.3590 -0.308 -0.063 0.198 0.404
H -4.4514 -9.5986 -1.0252 0.213 -0.390 -0.031 0.367
H -5.8475 -10.3394 0.9012 0.286 0.020 -0.106 0.367
H -4.4015 -11.1601 1.6182 -0.146 0.244 -0.064 0.348
Br -0.7420 -2.5162 -7.9154 0.398 -0.376 0.332 -0.154
C 0.9144 -3.5788 -8.0860 -0.512 -0.097 -2.120 -0.654
C 0.7858 -4.9906 -7.5406 1.409 0.995 0.983 -0.492
Br 2.5255 -5.9137 -7.9601 -0.925 0.326 0.127 -0.167
H 1.7593 -2.9609 -7.7820 -0.245 -0.402 0.681 0.405
H 1.0141 -3.6448 -9.1694 0.007 0.032 -0.008 0.345
H -0.0373 -5.6084 -7.8998 0.225 0.340 -0.012 0.392
H 0.8196 -4.8447 -6.4610 -0.357 -0.813 0.023 0.325
Br -7.2555 0.6123 7.5856 -0.479 -0.233 -0.520 -0.158
C -8.1819 0.7066 5.8435 1.341 0.352 -1.135 -0.526
C -7.0871 0.6626 4.7466 -0.601 0.171 -0.014 -0.639
Br -7.9872 0.4643 2.9609 0.417 0.017 0.846 -0.169
H -8.7011 1.6649 5.8583 -0.155 -0.379 -0.103 0.348
H -8.8025 -0.1493 5.5780 -0.293 0.118 1.005 0.385
H -6.4575 -0.2109 4.9160 -0.083 0.104 -0.334 0.378
H -6.4832 1.5631 4.6351 -0.141 -0.146 0.254 0.380
Br 7.3020 -5.6536 -0.4503 -0.942 -0.100 -0.466 -0.127
C 5.4404 -5.5971 -1.1625 -0.056 0.563 0.343 -0.621
C 4.4796 -6.4996 -0.3867 0.524 0.189 0.194 -0.586
Br 4.1775 -5.8245 1.4796 0.124 -0.432 -1.125 -0.129
H 5.4515 -5.7804 -2.2369 0.274 -0.713 0.155 0.376
H 5.1557 -4.5456 -1.1282 -0.022 -0.080 0.501 0.359
H 4.8717 -7.5140 -0.3136 0.083 0.180 0.282 0.358
H 3.5084 -6.5863 -0.8738 0.011 0.408 0.116 0.369
Br 6.8952 3.0175 -0.2247 0.182 -0.299 -0.212 -0.179
C 7.1355 1.4397 -1.3961 -0.807 0.098 0.957 -0.631
C 7.5438 1.9001 -2.7561 0.349 0.388 0.019 -0.588
Br 7.7196 0.2293 -3.8132 0.080 1.036 0.111 -0.180
H 6.1667 0.9422 -1.3506 0.055 0.144 -0.337 0.375
H 7.8351 0.7650 -0.9027 0.223 0.354 -0.201 0.392
H 8.4407 2.5160 -2.6898 0.714 -0.902 -0.136 0.395
H 6.9022 2.6578 -3.2059 -0.803 -0.826 -0.197 0.416
Br 1.6219 -4.4324 10.6773 -0.409 0.009 -1.274 -0.175
C 0.7631 -4.5062 8.8300 -1.250 1.230 1.273 -0.542
C 0.1190 -3.1113 8.5508 0.472 -0.258 0.009 -0.593
Br -0.9526 -3.1752 6.8873 0.576 -0.026 0.314 -0.160
H -0.1027 -5.1503 8.9841 0.514 -0.446 -0.168 0.341
H 1.4955 -4.8966 8.1234 -0.197 0.345 0.136 0.385
H 0.8314 -2.2869 8.5218 0.089 -0.241 -0.508 0.383
H -0.6299 -2.7965 9.2776 0.208 -0.609 0.209 0.361
Br 5.4768 -0.4174 5.2544 1.418 -0.409 0.658 -0.184
C 7.1496 -0.6323 6.4098 -0.741 -0.094 0.511 -0.735
C 8.3458 -1.3941 5.8246 -0.741 1.240 -0.609 -0.402
Br 9.5814 -1.6573 7.2912 0.050 -0.130 -0.127 -0.134
H 6.8425 -1.0922 7.3491 -0.441 -0.310 -0.369 0.389
H 7.3740 0.3900 6.7139 0.312 -0.062 -0.517 0.391
H 8.8208 -0.7254 5.1067 0.238 -0.289 0.019 0.308
H 8.1191 -2.3350 5.3233 -0.103 0.049 0.430 0.367
```
Forces are in eV/Å.

Computed properties:
Structure (SMILES): BrCCBr.BrCCBr.BrCCBr.BrCCBr.BrCCBr.BrCCBr.BrCCBr.BrCCBr.BrCCBr.BrCCBr.BrCCBr
Total energy (Eh): -57492.89873
2S+1: 1
Gap between HOMO and LUMO (eV): 10.14

---

2.
The following is a quantum chemistry calculation of a cluster of 11 separate species, C45H110N2O11 in total in a non-equilibrium geometry, from OMol25.

The geometry in XYZ format:
```
168
Properties=species:S:1:pos:R:3:forces:R:3:mulliken_charge:R:1
C 24.6360 -4.2460 25.5925 0.303 -0.125 -0.114 -2.036
C 23.2780 -4.7294 25.1057 -0.238 -0.257 -0.353 1.600
C 23.2972 -4.7871 23.5755 -0.405 0.399 -0.438 -1.538
C 23.0158 -6.1171 25.6857 0.223 -0.126 0.628 -1.541
C 21.5639 -6.5954 25.6740 0.717 0.058 0.047 -0.415
C 20.7012 -5.5549 26.3529 -0.294 0.292 -0.313 -0.988
C 20.8528 -4.1753 25.7235 -0.772 0.980 -0.901 2.468
C 20.1462 -4.1012 24.3436 0.765 -0.478 -0.039 -1.551
C 20.1517 -3.1525 26.6201 0.873 -0.214 1.474 -2.341
N 22.2618 -3.8288 25.6380 0.256 -0.248 1.180 0.247
O 22.4848 -2.4789 25.3325 0.091 -0.061 -0.184 -0.474
H 24.5600 -3.8961 26.6193 0.037 0.183 -0.031 0.448
H 25.0201 -3.4748 24.9250 0.026 0.230 0.281 0.392
H 25.3574 -5.0674 25.5691 -0.066 -0.040 -0.081 0.423
H 22.9464 -3.8309 23.1694 0.236 0.007 -0.124 0.210
H 22.6138 -5.5233 23.1514 0.105 -0.184 0.111 0.351
H 24.3022 -4.9524 23.1906 -0.017 -0.135 -0.027 0.509
H 23.6674 -6.8571 25.2131 -0.002 0.155 -0.226 0.472
H 23.3653 -6.0689 26.7261 -0.217 -0.091 0.026 0.376
H 21.5720 -7.5508 26.2029 -0.370 -0.018 -0.033 0.167
H 21.2287 -6.7869 24.6518 -0.060 -0.004 0.018 0.311
H 20.9550 -5.4430 27.4105 -0.013 -0.219 0.027 0.686
H 19.6331 -5.7728 26.2490 0.062 -0.267 0.292 -0.444
H 20.5686 -4.8766 23.7008 -0.416 -0.098 -0.107 0.270
H 19.0675 -4.2173 24.4411 -0.032 -0.055 -0.066 0.129
H 20.3673 -3.1596 23.8368 -0.150 0.157 0.198 0.489
H 20.0519 -2.1736 26.1623 -0.369 -0.053 -0.122 0.470
H 19.2475 -3.5541 27.0803 -0.406 0.108 -0.759 0.396
H 20.7578 -3.0058 27.5281 0.256 0.112 -0.319 0.537
H 22.5320 -2.3936 24.3678 -0.139 -0.003 -0.086 0.352
C 16.4820 -4.4742 26.2649 0.152 0.090 -0.657 0.128
C 15.7052 -4.0002 27.4850 -0.234 -0.836 0.072 1.734
C 15.0649 -5.2344 28.1637 0.256 0.390 0.497 -1.436
C 16.7065 -3.3644 28.4323 -0.200 0.647 0.919 -0.812
C 16.0030 -2.5440 29.5213 0.913 0.084 -0.830 -0.365
C 15.2709 -1.3901 28.8588 -1.140 -0.682 0.976 -1.244
C 14.2009 -1.8982 27.8741 0.574 0.289 -0.300 2.223
C 12.9404 -2.3224 28.6061 -0.739 -0.594 0.036 -1.256
C 13.8502 -0.7439 26.9357 -1.228 -0.119 -0.142 -1.116
N 14.7721 -2.9726 27.0777 0.661 0.699 -0.721 0.030
O 13.9177 -3.3796 26.0293 -0.202 -0.191 0.398 2.162
H 15.8453 -4.8052 25.4422 -0.120 -0.145 0.211 -0.904
H 17.0807 -3.6526 25.8566 0.031 -0.029 0.128 -0.073
H 17.1503 -5.2959 26.5322 0.017 0.042 0.030 -0.492
H 14.6097 -4.9439 29.1135 -0.102 -0.048 -0.051 0.307
H 14.3106 -5.7540 27.5760 0.101 0.051 -0.209 0.167
H 15.8852 -5.9113 28.4146 -0.203 -0.244 -0.091 0.186
H 17.3316 -4.1003 28.9428 0.072 -0.244 -0.420 0.255
H 17.3373 -2.6738 27.8675 0.130 -0.116 -0.025 0.129
H 15.3399 -3.2060 30.0757 -0.132 0.226 0.221 -0.343
H 16.7652 -2.1363 30.1889 -0.128 -0.150 0.225 0.679
H 15.9372 -0.6666 28.3933 0.165 -0.113 -0.074 0.226
H 14.7145 -0.9072 29.6723 0.100 0.485 -0.289 0.480
H 13.1189 -3.1362 29.3127 0.143 0.167 0.153 0.572
H 12.1925 -2.7156 27.9089 0.196 0.023 -0.176 -0.052
H 12.4417 -1.4996 29.1152 0.246 0.074 0.124 -0.544
H 14.5981 -0.4612 26.1972 0.374 -0.035 0.359 0.134
H 13.5346 0.1139 27.5366 0.251 0.106 -0.045 0.260
H 12.9609 -1.0205 26.3563 0.052 0.023 0.011 -0.188
H 14.3304 -2.9707 25.2505 0.061 -0.195 -0.283 -0.307
C 15.2402 -8.5489 22.7238 -0.359 -0.294 0.361 -0.995
C 16.0593 -7.4540 22.0626 0.337 0.108 0.604 0.147
C 15.5797 -6.0660 22.4475 -1.149 -0.067 0.127 0.610
O 17.4492 -7.5815 22.4287 -0.159 -0.112 -0.444 -0.522
H 15.5735 -8.7392 23.7493 0.115 0.243 -0.027 0.245
H 15.2896 -9.5168 22.2238 0.090 0.120 -0.199 0.337
H 14.1952 -8.2464 22.8181 -0.009 -0.107 -0.182 0.216
H 16.0342 -7.5391 20.9773 0.053 -0.190 -0.026 0.351
H 15.8078 -5.3530 21.6592 0.465 0.337 0.398 0.270
H 15.8909 -5.8005 23.4604 0.598 0.267 -0.260 -0.683
H 14.4945 -6.0179 22.5929 0.015 -0.258 -0.399 -0.247
H 17.4918 -7.3851 23.3698 0.064 -0.002 0.039 0.270
C 13.9740 -4.3672 35.7463 -0.565 0.096 -0.255 -1.304
C 14.3474 -4.5390 34.2780 0.051 0.179 0.277 0.477
C 14.4244 -3.2279 33.5298 0.191 0.726 -0.581 -1.119
O 15.5752 -5.2480 34.1398 -0.084 -0.316 -0.090 -0.553
H 13.1346 -3.6710 35.8343 0.088 0.040 -0.005 0.334
H 14.8002 -3.9636 36.3329 0.060 -0.075 0.015 0.368
H 13.6197 -5.3122 36.1560 0.314 -0.052 0.173 0.324
H 13.5864 -5.1689 33.8128 0.119 -0.071 -0.102 0.248
H 15.1152 -2.5139 33.9925 -0.012 -0.165 0.187 0.357
H 13.4735 -2.7003 33.4125 -0.115 -0.234 0.269 0.371
H 14.7990 -3.3766 32.5140 0.012 -0.212 0.070 0.182
H 16.2383 -4.8549 34.7159 -0.063 0.094 0.015 0.337
C 11.3987 2.8146 23.1145 -0.297 1.138 0.142 -1.534
C 12.5840 2.6978 24.0491 -0.434 -0.960 0.916 0.661
C 12.2221 1.8662 25.2765 0.820 -0.046 0.449 -0.440
O 13.6468 2.0055 23.3976 0.288 0.076 0.040 -0.437
H 11.5428 3.6294 22.3961 0.152 -0.332 -0.260 0.448
H 10.4906 3.1142 23.6455 0.084 -0.184 0.163 0.371
H 11.2014 1.8676 22.6179 0.086 -0.042 -0.071 0.345
H 12.9214 3.6374 24.5040 0.073 0.339 -0.768 0.125
H 13.1233 1.6579 25.8658 0.135 -0.064 -0.373 -0.263
H 11.7962 0.8993 25.0085 -0.318 0.116 0.092 0.040
H 11.6335 2.4433 25.9929 -0.562 -0.144 -0.366 0.457
H 13.6732 2.2567 22.4693 0.002 0.133 0.030 0.268
C 16.4349 -1.7474 21.7627 0.482 -0.380 -0.191 -1.612
C 16.3203 -2.0266 23.2463 -0.282 1.112 0.036 1.418
C 16.4849 -0.7592 24.0837 -0.294 0.454 -0.377 -0.921
O 15.0548 -2.6196 23.5349 -0.253 -0.820 0.481 -0.280
H 15.6953 -1.0256 21.4127 -0.042 0.066 0.126 0.384
H 16.3186 -2.6719 21.1942 -0.109 0.025 0.008 0.333
H 17.4334 -1.3642 21.5382 -0.091 0.097 -0.021 0.409
H 17.0778 -2.7403 23.5681 -0.137 -0.274 -0.142 -0.645
H 15.5785 -0.1412 24.0312 -0.146 -0.287 0.101 -0.050
H 17.2283 -0.0730 23.6691 0.406 -0.368 0.245 0.663
H 16.6829 -1.0123 25.1244 0.093 0.157 0.034 0.072
H 14.3185 -2.0647 23.2550 0.280 0.309 -0.238 0.178
C 15.9685 2.7144 27.2998 -0.355 -0.861 -0.947 -1.113
C 15.9858 3.6348 26.1122 1.195 1.351 -1.241 0.905
C 15.4760 5.0345 26.4536 -0.083 -0.701 0.600 -1.530
O 17.3368 3.7543 25.5789 -0.164 -0.122 0.322 -0.618
H 14.9282 2.4947 27.5479 0.107 0.254 0.630 0.175
H 16.5765 3.1473 28.0930 -0.379 0.040 0.319 0.510
H 16.4000 1.7433 27.0405 0.111 0.088 -0.065 0.254
H 15.4828 3.3508 25.1844 -0.517 -0.797 0.534 -0.031
H 16.0570 5.4106 27.2999 0.007 0.269 -0.130 0.429
H 14.4396 4.9496 26.7940 -0.047 0.202 -0.117 0.327
H 15.5488 5.6912 25.5934 0.019 0.114 0.017 0.332
H 17.9524 3.7867 26.3176 0.052 0.075 0.040 0.337
C 11.0387 -5.8049 25.7284 0.268 -0.465 0.237 -1.096
C 12.0246 -5.9325 24.5463 -0.447 0.464 0.303 0.413
C 12.0016 -4.7231 23.6128 -0.352 -0.587 -0.147 -0.905
O 13.3344 -6.1880 25.0312 -0.116 -0.296 -0.197 -0.677
H 10.6365 -6.8013 25.9241 -0.145 0.097 0.135 0.375
H 10.2040 -5.1197 25.5819 0.052 0.037 -0.209 0.130
H 11.5725 -5.5224 26.6392 0.006 0.231 -0.085 0.227
H 11.6885 -6.8093 23.9895 0.404 -0.063 -0.151 0.588
H 12.4357 -4.9803 22.6458 0.207 0.098 0.070 0.308
H 12.5441 -3.8855 24.0481 -0.189 0.109 0.012 -0.302
H 10.9514 -4.4871 23.4245 0.095 0.372 0.005 0.519
H 13.5869 -5.3929 25.5204 0.156 0.183 0.034 -0.108
C 19.8437 -9.5122 27.6542 -0.858 -0.454 0.361 -1.581
C 19.7068 -8.3000 28.5624 -0.497 -0.329 0.250 0.821
C 18.3177 -7.6888 28.4551 -0.137 0.198 -0.421 -0.905
O 19.9731 -8.7019 29.9135 0.199 0.323 -0.143 -0.605
H 20.8680 -9.8691 27.6034 0.023 0.018 -0.314 0.338
H 19.3304 -9.4115 26.6958 0.645 0.404 -0.282 0.304
H 19.2329 -10.3127 28.1012 0.290 -0.001 0.196 0.537
H 20.4451 -7.5306 28.3451 0.126 -0.071 -0.045 -0.062
H 17.5324 -8.3860 28.7610 0.128 -0.038 0.215 0.625
H 18.0832 -7.4424 27.4138 0.137 0.076 0.032 -0.017
H 18.2433 -6.7693 29.0365 -0.039 -0.092 0.124 0.189
H 19.3498 -9.4015 30.1328 -0.027 -0.023 0.030 0.383
C 9.9168 -1.7480 25.8026 0.443 -1.651 0.182 -0.293
C 8.5384 -2.3504 25.9597 -0.939 1.197 -0.176 0.434
C 8.2884 -2.8702 27.3537 0.499 -0.780 -0.011 -1.533
O 7.6043 -1.2615 25.7154 0.179 0.022 -0.135 -0.598
H 10.1087 -1.3537 24.8076 -0.338 0.757 0.221 0.425
H 10.6650 -2.5540 25.8632 -0.113 0.004 0.259 -0.162
H 10.0636 -1.1203 26.6803 0.295 0.625 -0.474 -0.008
H 8.3019 -3.0995 25.1994 0.320 -0.231 0.096 0.209
H 9.0365 -3.6287 27.6082 -0.114 -0.037 0.006 0.289
H 7.3074 -3.3439 27.4072 -0.048 0.077 0.156 0.461
H 8.3825 -2.0826 28.1013 -0.128 0.144 -0.084 0.471
H 6.8711 -1.3117 26.3354 0.041 -0.140 -0.041 0.311
C 10.2969 -0.3970 30.4750 0.203 0.428 -0.140 -1.280
C 11.2553 0.7588 30.2096 -0.212 0.741 0.548 1.972
C 10.5718 1.9454 29.5453 -0.139 -0.011 -0.235 -1.400
O 11.8240 1.1947 31.4678 -0.102 -0.316 -0.283 -0.582
H 10.8741 -1.2783 30.7473 -0.307 -0.184 0.103 0.432
H 9.6190 -0.5968 29.6447 0.298 -0.143 -0.213 0.000
H 9.6348 -0.0767 31.2867 0.093 -0.207 0.137 0.610
H 12.1231 0.4866 29.6090 -0.089 -0.251 -0.092 -1.043
H 10.4555 1.7666 28.4722 0.048 0.040 0.014 0.217
H 11.1663 2.8446 29.7025 0.064 -0.025 -0.115 0.383
H 9.5713 2.1390 29.9414 0.060 -0.102 0.166 0.341
H 11.2297 0.8924 32.1604 0.067 0.102 0.115 0.342
```
Forces are in eV/Å.

Computed properties:
Structure (SMILES): CC1(C)CCCC(C)(C)N1O.CC1(C)CCCC(C)(C)N1O.CC(C)O.CC(C)O.CC(C)O.CC(C)O.CC(C)O.CC(C)O.CC(C)O.CC(C)O.CC(C)O
Total energy (Eh): -2717.56251
2S+1: 1
Gap between HOMO and LUMO (eV): 8.54